19
Properties=species:S:1:pos:R:3:forces:R:3 method="wB97M-V/def2-TZVPD" charge=+1 lumo_energy_ev="-6.02 / -6.02" homo_lumo_gap_ev="8.7720 / 8.7725" de_lowest_kcal_mol=111.8
C 0.01637 0.06655 1.75458 1.1 1.4 0.0
C 0.78357 1.24679 1.53529 -1.1 0.9 0.0
C 0.69194 0.40941 -0.70600 -0.7 -1.6 0.0
C 1.08322 1.45630 0.22071 -0.4 -2.3 1.0
C -0.01061 -0.68821 -0.40992 0.7 1.5 0.3
C 1.84600 2.56304 -0.25879 3.4 0.5 -1.5
C -2.38965 -2.06919 -0.09347 -2.0 1.1 -2.8
N -0.57933 -0.92176 1.71101 -0.1 -0.6 -0.4
O -0.73330 -1.79861 -2.25872 -0.4 -0.4 -0.6
O -0.08955 -3.29731 -0.33732 -0.1 -0.3 -0.2
S -0.81824 -2.22387 -0.89652 0.4 0.6 0.7
H 0.78751 2.05534 2.28881 0.4 -0.8 -0.3
H 1.07365 0.58079 -1.71348 -0.6 -0.5 -0.2
H 2.97360 2.34689 -0.59933 -2.4 -0.2 0.9
H 1.93375 3.12285 0.61624 0.5 2.0 0.9
H 1.48396 3.12166 -1.11174 -0.6 0.1 0.0
H -2.36406 -2.70084 0.72865 -0.1 -1.6 1.3
H -2.34936 -1.06824 0.32616 -0.5 0.1 -0.4
H -3.33946 -2.20159 -0.79618 2.4 0.1 1.3

---

19
Properties=species:S:1:pos:R:3:forces:R:3 method="wB97M-V/def2-TZVPD" charge=+1 lumo_energy_ev="-4.17 / -7.73" homo_lumo_gap_ev="6.1948 / 7.0168" de_lowest_kcal_mol=55.3 multiplicity=3
C -3.69821 0.81922 0.02988 4.9 0.2 -3.3
C -1.62724 0.56666 -0.80051 1.0 -1.0 0.4
C 2.90449 1.06291 1.26394 -4.6 0.2 -1.3
C 2.41660 0.59581 0.11207 0.7 1.2 1.4
C 0.55311 1.01736 -1.21597 4.0 0.3 -4.9
C -2.94432 -0.03204 1.04725 0.3 -0.1 1.8
C -1.66657 -0.41506 0.33583 1.5 0.2 1.3
N -2.76059 1.12095 -1.08920 -3.6 0.4 2.0
O -4.84040 1.12021 0.00337 -2.9 0.6 0.5
O -0.59211 0.91000 -1.67094 -3.8 -0.4 1.4
O 0.97608 0.79397 -0.08242 1.1 -1.0 3.4
H 3.85010 1.06557 1.65290 2.4 -0.3 0.4
H 2.09792 1.51984 1.87645 0.9 -0.3 -0.1
H 2.96979 0.20305 -0.72237 -0.3 -0.3 -0.3
H 1.26135 1.14701 -2.05938 -0.1 0.2 0.7
H -2.69438 0.48933 2.04397 -0.9 -0.3 -1.6
H -3.49725 -0.94824 1.25491 -0.4 0.4 0.2
H -1.72898 -1.44372 0.07221 -0.2 -0.9 -1.1
H -0.87792 -0.48824 1.11898 0.0 0.8 -0.9

---

21
Properties=species:S:1:pos:R:3:forces:R:3 method="wB97M-V/def2-TZVPD" charge=-2 lumo_energy_ev=5.78 homo_lumo_gap_ev=5.6380 de_lowest_kcal_mol=126.0
C 2.08990 1.92677 0.23693 2.2 -1.0 -2.5
C 2.03628 0.87432 -0.75862 -0.1 1.3 0.8
C 0.96590 2.32241 0.89534 -1.1 0.1 -1.2
C 0.79024 0.29028 -1.00249 0.3 -0.7 -1.2
C -0.29742 1.78086 0.59454 0.1 -0.7 1.5
C -0.33292 0.68983 -0.25774 -2.5 -1.4 -1.6
C -1.53271 -2.29789 -0.13488 1.3 -0.4 -0.7
N -2.06965 -0.25843 -0.87417 1.6 4.1 1.2
O -2.64128 -0.56643 1.85145 0.0 0.0 -0.3
O -3.29609 1.49433 0.52554 -0.4 0.4 -0.1
O -4.38325 -0.82227 0.00707 -0.7 -0.3 -0.3
O -1.70954 -1.44888 -1.25543 0.9 -2.1 -1.2
P -3.25747 -0.00842 0.57319 0.9 0.2 0.7
H 3.04433 2.52361 0.18651 -1.0 -0.6 0.7
H 2.95517 0.69634 -1.37805 -1.0 -0.1 0.6
H 0.96875 3.22822 1.42722 0.2 1.0 1.1
H 0.70697 -0.44361 -1.90841 -0.2 1.1 2.0
H -1.17497 2.12958 1.20272 0.5 -0.6 -1.1
H -0.79890 -1.79970 0.44730 0.2 0.7 1.4
H -1.01793 -3.23355 -0.36173 -0.5 -0.4 -0.9
H -2.48716 -2.39061 0.29349 -0.9 -0.5 1.2

---

17
Properties=species:S:1:pos:R:3:forces:R:3 method="wB97M-V/def2-TZVPD" charge=+1 lumo_energy_ev=-6.34 homo_lumo_gap_ev=7.7848 de_lowest_kcal_mol=29.0
C 0.15301 1.60355 -0.05445 -0.4 1.3 -0.3
C 1.48592 1.67901 0.18282 -1.1 1.1 0.0
C -0.27988 0.18844 -0.18861 -0.9 0.6 0.4
C 2.21510 0.50196 0.40887 -1.0 -3.6 -0.3
C -2.63884 0.49263 0.14775 1.1 2.4 -0.5
C -1.68232 -0.20124 -0.43099 1.3 -1.4 -0.9
C 0.71721 -1.98810 -0.03781 1.4 -1.3 -1.2
N 0.68434 -0.59618 -0.00335 2.1 1.8 0.8
S 3.45559 -0.36904 0.81225 -0.7 1.3 -0.3
H -0.62127 2.47174 -0.21217 2.1 -1.7 0.3
H 2.05471 2.56149 0.24561 0.3 1.2 0.1
H -3.67197 0.33470 -0.06768 -0.6 -0.1 0.4
H -2.24913 1.48565 0.56590 -1.4 -1.6 0.0
H -1.74450 -1.10429 -1.07837 -0.6 0.7 0.7
H 1.27015 -2.27753 -0.97711 -0.2 -0.1 1.2
H -0.26777 -2.30123 -0.17452 -1.6 -1.0 -0.1
H 1.11962 -2.48156 0.86187 0.1 0.5 -0.4

---

16
Properties=species:S:1:pos:R:3:forces:R:3 method="wB97M-V/def2-TZVPD" lumo_energy_ev=1.10 homo_lumo_gap_ev=10.5231 de_lowest_kcal_mol=57.9
C -0.01892 -1.53342 -0.83456 -0.3 -0.5 -0.4
C 0.17308 -0.08832 -1.27985 -1.3 0.2 -1.0
C -1.15737 0.23285 0.44188 -0.4 -0.4 1.0
C -0.49338 1.40808 1.10066 -0.3 0.7 0.2
C 0.80147 1.36929 0.81255 0.1 0.7 -0.8
C 1.01237 0.14361 -0.02245 1.0 -0.1 1.9
C -0.04193 -0.86562 0.54911 0.3 -0.2 -0.5
H 0.86235 -2.14191 -1.12754 -0.5 0.3 0.7
H -0.95327 -2.01480 -1.13428 0.2 0.0 -0.2
H 0.51207 0.14881 -2.27918 -0.1 0.4 -0.1
H -2.18389 0.05178 0.80873 0.5 -0.3 -0.5
H -1.02852 2.24331 1.54254 0.1 -0.2 0.1
H 1.51549 2.18086 0.97795 -0.2 -0.4 0.0
H 2.04037 -0.22080 -0.06167 -0.2 -0.1 -0.2
H 0.09969 -1.40131 1.48257 0.0 0.2 0.1
O -1.13962 0.48759 -0.97648 1.1 -0.2 -0.3

---

16
Properties=species:S:1:pos:R:3:forces:R:3 method="wB97M-V/def2-TZVPD" lumo_energy_ev="0.96 / -2.19" homo_lumo_gap_ev="6.0641 / 6.9897" de_lowest_kcal_mol=23.2 multiplicity=3
C -2.51697 0.90919 0.08054 -6.5 -2.9 -0.2
C -1.22387 1.18695 0.31895 7.8 -0.6 1.2
C -2.95787 -0.43892 -0.03006 1.3 4.4 0.1
C -0.17103 0.15103 0.46042 -5.3 3.0 0.6
C -3.17373 -1.58475 -0.27171 -0.7 -1.3 -0.2
C 1.14648 0.35106 0.20454 1.1 0.2 -0.4
C 3.25599 -0.51246 -0.35959 3.9 0.2 0.7
O 2.07510 -0.60437 0.32143 -1.5 -0.5 0.7
H -3.33084 1.65983 0.15806 0.8 -0.5 -0.1
H -1.00835 2.23128 0.43235 0.7 0.4 -0.5
H -3.74743 -2.42519 -0.40488 -0.4 -1.7 -0.3
H -0.67772 -0.67415 0.90148 0.6 -1.5 -0.3
H 1.37140 1.27592 -0.25959 0.9 0.7 -0.4
H 3.21344 -0.27259 -1.42305 -0.6 0.1 0.0
H 3.75750 -1.53956 -0.27387 -0.6 1.5 -0.1
H 3.98787 0.28676 0.14498 -1.5 -1.6 -1.0